A molecular structure, C12H15BBeF10N6O4S2. Source: the OMol25 dataset; level of theory: ωB97M-V with the def2-TZVPD basis set.

Values from the calculation:
Lowest unoccupied orbital energy, eV: -0.1
Max |F|, hartree/bohr: 0.0517
Charge: 0
Molecular weight, Da: 581.23
Energy, eV: -79744.2594
Multiplicity: 1
Energy above the lowest of the compared OMol25 structures with the same formula, charge and spin, eV: 0.000

Cartesian coordinates (Å):
S (21.379, -13.935, -31.532)
S (21.091, -16.618, -31.392)
F (21.271, -18.948, -30.218)
F (18.020, -13.724, -27.607)
F (19.887, -17.598, -29.215)
F (19.170, -15.597, -27.755)
F (24.009, -13.837, -31.823)
F (23.261, -12.657, -30.155)
F (18.644, -14.863, -25.664)
F (23.383, -14.816, -30.015)
F (16.934, -15.606, -26.968)
F (22.002, -17.266, -29.036)
O (22.432, -16.787, -31.860)
O (21.512, -14.160, -32.935)
O (20.691, -12.753, -31.102)
O (20.034, -17.126, -32.232)
N (19.323, -11.721, -28.955)
N (18.342, -14.294, -32.344)
N (20.672, -15.201, -30.725)
N (17.588, -16.271, -30.095)
N (16.766, -12.995, -30.186)
N (21.214, -13.818, -28.258)
C (14.423, -13.361, -31.278)
C (21.035, -17.698, -29.857)
C (22.015, -14.279, -27.587)
C (18.128, -15.894, -34.385)
C (16.653, -18.444, -31.163)
C (23.002, -14.942, -26.728)
C (19.897, -11.100, -28.187)
C (17.175, -17.227, -30.565)
C (15.739, -13.154, -30.666)
C (18.214, -14.982, -33.247)
C (20.618, -10.358, -27.158)
C (23.145, -13.788, -30.826)
B (18.179, -14.987, -26.963)
Be (19.007, -14.230, -29.679)
H (17.338, -19.277, -31.288)
H (18.014, -16.907, -34.005)
H (19.005, -15.771, -35.012)
H (23.927, -14.939, -27.304)
H (17.205, -15.665, -34.919)
H (20.866, -11.052, -26.358)
H (22.569, -15.910, -26.497)
H (13.669, -13.433, -30.501)
H (14.501, -14.287, -31.847)
H (21.571, -10.070, -27.609)
H (23.194, -14.302, -25.869)
H (16.387, -18.140, -32.181)
H (15.726, -18.772, -30.700)
H (20.097, -9.458, -26.853)
H (14.291, -12.541, -31.981)

Atom charges from the Löwdin analysis, given in e for atoms 1 to 5:
1 S 0.59
2 S 0.61
3 F 0.16
4 F 0.07
5 F 0.14